Record 1
F2HNS in the gas phase at a distorted geometry, computed with ωB97M-V/def2-TZVPD.

The value obtained for the max |F| is 5.1 eV Å⁻¹. The value obtained for the energy relative to the best compared isomer or geometry (same formula, charge and spin) is 20.58 kcal per mole. For the total energy, the calculation gives -17774.30135 eV.

```
! wB97M-V def2-TZVPD RIJCOSX def2/J DEFGRID3
* xyz 0 1
N 1.018 0.057 -0.320
F -0.953 1.400 0.663
F -1.314 -0.982 0.636
S -0.422 0.190 -0.521
H 1.671 -0.665 -0.458
*
```


Record 2
F2HOPS in the gas phase at a distorted geometry, computed with ωB97M-V/def2-TZVPD.

The value obtained for the max |F| is 3.7 eV Å⁻¹. The value obtained for the energy relative to the best compared isomer or geometry (same formula, charge and spin) is 11.09 kcal per mole. The SMILES is OP(F)(F)=S. For the total energy, the calculation gives -27625.74858 eV.

```
! wB97M-V def2-TZVPD RIJCOSX def2/J DEFGRID3
* xyz 0 1
O -0.419 0.275 0.470
P -1.995 -0.181 -0.070
F -1.564 -0.635 -1.556
F -2.512 1.259 -0.506
S -3.196 -1.305 0.910
H 0.262 -0.079 -0.101
*
```


Record 3
2 unconnected molecules or ions with the total composition F2HPS2 at a distorted geometry, computed with ωB97M-V/def2-TZVPD.

The value obtained for the max |F| is 4.2 eV Å⁻¹. The value obtained for the energy relative to the best compared isomer or geometry (same formula, charge and spin) is 106.61 kcal per mole. For the total energy, the calculation gives -36408.23172 eV.

```
! wB97M-V def2-TZVPD RIJCOSX def2/J DEFGRID3
* xyz 0 1
F -1.871 0.370 1.082
F -1.237 -1.126 -0.507
P -0.473 -0.280 0.580
S -0.180 -1.730 2.059
S 2.261 1.435 -1.036
H 1.500 1.330 -2.178
*
```


Record 4
A molecular structure, F2NO4RbS2 at a distorted geometry, computed with ωB97M-V/def2-TZVPD.

The value obtained for the max |F| is 5.2 eV Å⁻¹. The value obtained for the energy relative to the best compared isomer or geometry (same formula, charge and spin) is 12.08 kcal per mole. For the total energy, the calculation gives -37440.41398 eV.

```
! wB97M-V def2-TZVPD RIJCOSX def2/J DEFGRID3
* xyz 0 1
Rb 0.192 -2.713 -1.730
N -0.077 -0.677 0.073
S 0.828 0.128 1.060
O 0.150 0.938 2.033
O 2.100 0.563 0.506
F 1.276 -1.131 1.944
S -0.966 0.566 -0.618
O -0.393 1.885 -0.688
O -2.386 0.454 -0.475
F -0.725 -0.013 -2.103
*
```


Record 5
A molecular structure, F2Zn2 at a distorted geometry, computed with ωB97M-V/def2-TZVPD.

The value obtained for the max |F| is 3.6 eV Å⁻¹. The value obtained for the energy relative to the best compared isomer or geometry (same formula, charge and spin) is 12.47 kcal per mole. For the total energy, the calculation gives -102247.45649 eV.

```
! wB97M-V def2-TZVPD RIJCOSX def2/J DEFGRID3
* xyz 2 1
Zn 1.315 0.600 1.790
Zn -1.161 0.196 -0.792
F -0.288 -0.065 0.872
F 0.134 -0.730 -1.869
*
```


Record 6
F3HNP in the gas phase at a distorted geometry, computed with ωB97M-V/def2-TZVPD.

The value obtained for the max |F| is 5.4 eV Å⁻¹. The value obtained for the energy relative to the best compared isomer or geometry (same formula, charge and spin) is 44.29 kcal per mole. The SMILES is N=P(F)(F)F. For the total energy, the calculation gives -18948.25344 eV.

```
! wB97M-V def2-TZVPD RIJCOSX def2/J DEFGRID3
* xyz 0 1
N -0.267 -0.333 1.322
P -0.040 0.154 -0.110
F 1.439 1.310 -0.759
F -1.253 0.906 -0.686
F -0.012 -0.872 -1.486
H 0.132 -1.164 1.719
*
```


Record 7
2 unconnected molecules or ions with the total composition F3ISi at a distorted geometry, computed with ωB97M-V/def2-TZVPD.

The value obtained for the max |F| is 4.2 eV Å⁻¹. The value obtained for the energy relative to the best compared isomer or geometry (same formula, charge and spin) is 38.37 kcal per mole. For the total energy, the calculation gives -24133.03280 eV.

```
! wB97M-V def2-TZVPD RIJCOSX def2/J DEFGRID3
* xyz 0 1
F -1.151 0.408 1.172
F 0.793 1.841 -1.050
F -1.215 -0.461 -1.021
Si -0.112 -0.170 0.094
I 1.684 -1.618 0.806
*
```


Record 8
F3NO2S in the gas phase at a distorted geometry, computed with ωB97M-V/def2-TZVPD.

The value obtained for the max |F| is 6.3 eV Å⁻¹. The value obtained for the energy relative to the best compared isomer or geometry (same formula, charge and spin) is 13.50 kcal per mole. The SMILES is O=S(=O)(F)N(F)F. For the total energy, the calculation gives -24567.12837 eV.

```
! wB97M-V def2-TZVPD RIJCOSX def2/J DEFGRID3
* xyz 0 1
O -1.361 0.334 -0.596
S -0.220 -0.432 -0.439
O -0.338 -1.902 -0.180
F 0.615 -0.021 -1.788
N 0.793 0.290 0.814
F 0.703 1.531 0.351
F -0.191 0.200 1.840
*
```